(1)
13
Properties=species:S:1:pos:R:3:forces:R:3 method="wB97M-V/def2-TZVPD" homo_lumo_gap_ev=8.39 smiles="C/C(N)=C/N" largest_force_ev_per_a=2.2 energy_ev=-6219.6352 de_lowest_ev=2.212
N 0.931 0.533 1.169 -1.7 -0.3 0.0
N -0.422 1.814 -1.017 0.7 -1.2 0.4
C -0.172 -1.704 0.533 0.9 1.0 0.0
C -0.357 0.376 -0.843 -1.2 0.3 0.2
C -0.047 -0.201 0.325 2.1 0.4 -0.2
H -0.878 2.159 -0.184 0.0 0.4 -0.1
H 1.123 1.364 0.620 0.3 0.2 0.3
H -1.137 -2.100 0.228 0.1 0.0 -0.1
H 0.030 -1.985 1.574 -0.1 0.1 -0.2
H -0.953 2.103 -1.823 0.0 -0.2 -0.1
H 1.793 -0.001 1.173 -0.1 -0.2 0.1
H 0.649 -2.068 -0.088 -0.2 -0.8 0.1
H -0.558 -0.290 -1.667 -0.9 0.2 -0.3

***

(2)
20
Properties=species:S:1:pos:R:3:forces:R:3 method="wB97M-V/def2-TZVPD" homo_lumo_gap_ev=7.04 charge=-1 largest_force_ev_per_a=5.2 energy_ev=-10962.9352 de_lowest_ev=4.055
O -3.594 -0.629 -1.052 0.6 0.9 -0.6
O -1.204 -0.690 -0.451 -1.9 0.1 -0.1
N 1.863 0.899 -0.283 3.6 0.5 1.7
C -0.350 -0.080 -1.274 2.8 -1.0 4.3
C 1.181 -0.325 -0.496 -2.0 -1.8 -1.2
C 0.929 -0.945 0.880 -0.1 0.0 2.3
C 1.235 1.490 0.898 -0.8 1.2 2.3
C 0.799 0.356 1.887 -2.1 -2.2 -2.1
H 0.261 2.046 0.664 1.5 -0.8 -0.2
H -0.274 0.499 2.111 0.2 -0.1 -0.5
H 2.842 0.539 0.095 -2.1 1.4 -1.0
H -0.016 -1.597 0.998 1.8 1.0 -0.6
H -0.465 1.005 -1.226 0.2 0.4 -1.2
H -2.523 -0.522 -0.936 -0.4 -1.3 1.0
H 1.854 2.210 1.495 0.0 -0.3 -1.1
H -3.710 0.227 -1.477 -0.7 0.0 -0.1
H -0.251 -0.650 -2.146 0.2 0.1 -2.4
H 1.871 -1.027 -1.031 -0.7 0.6 -0.2
H 1.885 -1.492 1.209 -1.2 0.4 -0.4
H 1.110 0.049 2.882 1.5 0.8 0.0